2 unconnected molecules or ions with the total composition C21H35N4O5S. Source: OMol25; level of theory: wB97M-V/def2-TZVPD.

CARTESIAN COORDINATES (ANGSTROEM)
C1 -3.258523 1.244862 0.898483
C2 -3.423611 -0.345754 0.541695
O1 -3.792594 -1.163395 1.566177
O2 -3.219609 -0.985179 -0.765930
C3 -2.728381 -0.045814 -1.784975
C4 -2.071698 -0.997007 -2.993790
C5 -0.797386 -1.798839 -2.342774
C6 0.610203 -1.658518 -3.170981
C7 0.935260 -0.154447 -3.739975
C8 2.569461 0.094792 -3.494798
C9 2.938598 1.690523 -3.626748
C10 4.564198 2.010334 -3.409745
N1 5.079772 0.941222 -2.471781
S1 6.389702 0.008884 -3.153111
C11 5.389786 1.470833 -1.087770
O3 6.351135 0.608758 -0.358622
C12 6.496551 1.096749 1.052871
N2 6.189875 1.221946 2.328064
C13 3.955840 1.363557 -0.234156
O4 3.510657 0.181276 0.267971
O5 3.118444 2.562690 -0.031700
H1 -3.593392 1.960499 0.028008
H2 -3.930304 1.451133 1.853712
H3 -2.143455 1.555156 1.188111
H4 -3.607831 0.575856 -2.291715
H5 -1.856800 0.655050 -1.439301
H6 -1.835475 -0.396330 -3.969970
H7 -2.939950 -1.764932 -3.277227
H8 -0.608855 -1.491675 -1.208512
H9 -1.063201 -2.957846 -2.328582
H10 0.560728 -2.416639 -4.086426
H11 1.460777 -2.096351 -2.459590
H12 0.349018 0.663343 -3.138687
H13 0.637643 -0.142187 -4.872858
H14 3.129602 -0.490493 -4.363919
H15 2.784545 -0.363891 -2.423216
H16 2.689275 1.993435 -4.752231
H17 2.327417 2.399344 -2.923565
H18 5.121536 1.995721 -4.457044
H19 4.665702 3.109666 -3.002945
H20 5.766221 -1.206363 -3.578728
H21 5.672215 2.610241 -1.072201
C14 1.641345 4.959819 3.701997
C15 0.340069 4.237136 3.368670
C16 0.538560 2.741743 3.113227
C17 1.475375 2.542323 1.932982
N3 2.252620 2.376946 0.953922
H22 2.353361 4.913984 2.871778
H23 1.447237 6.017860 3.904535
H24 2.116292 4.524106 4.588452
H25 -0.111501 4.708468 2.487117
H26 -0.362236 4.368401 4.199225
H27 -0.423595 2.267429 2.892616
H28 0.963071 2.253447 3.997090
C18 -4.384407 -4.246795 2.661298
C19 -5.457159 -5.330959 2.683501
C20 -6.457653 -5.154664 3.827522
C21 -5.730010 -5.218723 5.160488
N4 -5.126303 -5.271782 6.266266
H29 -3.772061 -4.265318 3.568500
H30 -3.710267 -4.396672 1.812050
H31 -4.834083 -3.251587 2.568683
H32 -4.969790 -6.310421 2.763056
H33 -5.996993 -5.316423 1.730270
H34 -7.212665 -5.947162 3.791673
H35 -6.972306 -4.191368 3.743562

Forces on the atoms, in the same order (eV/Å):
C 0.0 0.3 -0.1
C -1.6 -4.4 4.5
O 2.3 5.0 -6.8
O 0.1 3.6 2.8
C 0.8 0.1 -2.9
C -1.0 -0.5 1.2
C 0.3 -0.8 -0.1
C -0.4 -0.9 -0.1
C 1.0 -0.7 0.7
C -1.0 0.3 -0.3
C 0.5 0.2 -1.0
C -1.4 0.2 -0.7
N 2.0 0.8 0.4
S -0.6 -1.0 -0.6
C -3.8 1.4 1.3
O -0.2 2.3 2.7
C -3.4 -0.3 6.7
N 2.8 -1.0 -10.9
C -0.2 -4.8 2.0
O 1.8 5.4 -2.6
O 0.9 0.4 1.3
H 0.6 -1.6 1.6
H 1.5 -0.7 -2.2
H -2.3 -1.1 -0.8
H 1.7 -1.2 1.5
H -1.8 -1.3 -0.2
H -0.3 -0.9 2.1
H 1.9 1.6 0.6
H -0.5 -0.4 -2.5
H 0.5 2.5 0.1
H 0.1 1.6 1.8
H -1.7 1.3 -1.5
H 1.0 -1.6 -1.2
H 0.6 0.3 2.1
H -0.9 1.1 2.0
H -0.1 1.2 -2.3
H 0.4 -0.5 2.4
H 1.0 -1.6 -1.1
H -1.1 -0.3 2.3
H -0.1 -2.2 -0.4
H 0.3 1.6 0.8
H -0.1 -2.2 -0.2
C 0.1 0.2 0.0
C 0.1 0.4 0.1
C 1.2 0.0 -1.7
C 4.0 0.4 -3.0
N -4.2 -1.8 2.3
H -0.1 -0.1 0.2
H 0.0 -0.1 0.1
H 0.0 0.0 -0.1
H 0.0 -0.2 0.1
H -0.1 -0.1 0.0
H -0.3 -0.1 0.1
H 0.1 0.0 -0.3
C 0.0 0.1 -0.1
C 0.4 0.0 -0.2
C 0.7 -0.2 0.8
C 3.8 -0.3 7.6
N -4.8 0.4 -8.8
H -0.1 0.0 -0.1
H -0.1 0.1 0.1
H 0.2 -0.2 0.0
H -0.2 0.1 0.0
H -0.1 0.0 0.2
H 0.1 0.1 0.2
H 0.1 -0.1 0.2

Output
charge = -1
E_HOMO = -0.60 eV
HOMO-LUMO gap = 2.82 eV
max |F| = 0.219 hartree/bohr